[1]
Entry from the Open Molecules 2025 dataset: 11 unconnected molecules or ions with the total composition C28H59BBrCl20O7P (the ωB97M-V functional and the def2-TZVPD basis).

Summary:
HOMO (eV): -9.322
Calculated total energy (hartree): -13773.15514
Charge: 0
Energy relative to the best compared isomer or geometry (same formula, charge and spin) (eV): 1.928

XYZ file:
```
117
Properties=species:S:1:pos:R:3:lowdin_charge:R:1
C 0.011 0.583 -4.221 -0.122
C 1.440 -0.107 -4.157 -0.381
C 2.347 0.816 -3.263 -0.074
C 1.202 -1.542 -3.579 -0.136
C 2.514 -2.214 -3.007 -0.208
O 2.426 -2.098 -1.567 -0.216
P 3.275 -3.281 -0.789 0.646
O 3.064 -4.673 -1.337 -0.247
O 2.871 -3.124 0.812 -0.232
C 2.443 -4.377 1.387 -0.237
C 0.999 -4.841 0.975 -0.232
C 0.118 -3.758 0.278 -0.566
Br -0.148 -2.128 1.344 0.654
O 4.928 -2.855 -0.988 -0.153
O 5.577 -4.013 -1.502 0.040
B 6.669 -3.619 -2.332 -0.657
O 7.268 -2.339 -2.210 0.146
O 7.178 -4.506 -3.300 0.155
H -0.579 0.408 -3.291 0.083
H 0.114 1.685 -4.327 0.074
H -0.558 0.153 -5.088 0.000
H 1.795 -0.174 -5.212 0.123
H 1.733 1.674 -2.899 0.071
H 3.160 1.271 -3.878 0.080
H 2.769 0.322 -2.364 0.066
H 0.437 -1.474 -2.769 0.118
H 0.824 -2.222 -4.372 0.118
H 3.392 -1.605 -3.335 0.122
H 2.620 -3.258 -3.369 0.119
H 2.444 -4.220 2.491 0.090
H 3.163 -5.197 1.163 0.123
H 0.423 -5.284 1.820 0.117
H 1.127 -5.671 0.236 0.111
H 0.492 -3.571 -0.751 0.049
H -0.893 -4.211 0.145 0.055
H 6.888 -1.773 -2.889 0.103
H 6.472 -5.118 -3.550 0.074
Cl 8.977 -7.879 -4.176 0.546
C 8.241 -7.740 -2.560 -0.661
C 6.988 -8.575 -2.431 -0.650
Cl 5.651 -7.944 -3.426 0.561
H 8.042 -6.686 -2.370 0.047
H 8.987 -8.081 -1.842 0.074
H 6.643 -8.567 -1.397 0.074
H 7.165 -9.609 -2.723 0.067
Cl -1.864 -1.810 4.387 0.518
C -3.354 -1.305 3.547 -0.730
C -4.244 -2.480 3.202 -0.663
Cl -3.538 -3.525 1.942 0.529
H -3.066 -0.748 2.664 -0.014
H -3.882 -0.631 4.218 0.019
H -5.195 -2.118 2.814 0.052
H -4.444 -3.097 4.077 0.068
Cl -4.796 0.617 1.667 0.643
C -5.748 2.043 2.163 -0.656
C -5.210 2.679 3.422 -0.668
Cl -5.451 1.645 4.854 0.561
H -6.783 1.732 2.283 0.053
H -5.700 2.756 1.341 0.058
H -5.733 3.619 3.619 -0.053
H -4.145 2.894 3.336 0.077
Cl 1.997 -2.461 4.700 0.552
C 2.488 -1.040 3.742 -0.665
C 2.911 0.118 4.612 -0.736
Cl 1.541 0.825 5.513 0.546
H 1.658 -0.773 3.090 0.017
H 3.325 -1.353 3.117 0.056
H 3.327 0.917 3.991 -0.043
H 3.670 -0.189 5.329 -0.028
Cl -6.840 5.557 3.495 0.609
C -8.338 6.092 2.688 -0.624
C -9.250 4.940 2.331 -0.643
Cl -8.575 3.922 1.036 0.572
H -8.058 6.667 1.807 0.074
H -8.846 6.760 3.385 0.051
H -10.202 5.325 1.966 0.074
H -9.447 4.305 3.193 0.073
Cl -2.515 0.731 -6.523 0.580
C -2.202 1.597 -8.048 -0.645
C -1.350 0.787 -8.997 -0.659
Cl 0.320 0.598 -8.406 0.541
H -1.734 2.550 -7.805 0.074
H -3.172 1.800 -8.502 0.036
H -1.291 1.292 -9.961 0.074
H -1.766 -0.207 -9.157 0.069
Cl 6.249 -4.002 4.076 0.541
C 6.746 -2.575 3.133 -0.658
C 7.194 -1.433 4.017 -0.628
Cl 5.841 -0.730 4.938 0.641
H 5.911 -2.284 2.496 0.060
H 7.570 -2.890 2.492 0.073
H 7.610 -0.633 3.404 0.075
H 7.957 -1.750 4.726 0.069
Cl -5.786 3.946 -7.180 0.537
C -7.100 2.943 -7.843 -0.663
C -6.578 1.746 -8.605 -0.660
Cl -5.766 2.216 -10.120 0.537
H -7.723 3.577 -8.473 0.068
H -7.700 2.609 -6.997 0.073
H -7.407 1.094 -8.879 0.073
H -5.873 1.169 -8.008 0.061
Cl 6.067 4.412 5.631 0.539
C 4.566 4.939 4.829 -0.663
C 3.661 3.777 4.492 -0.640
Cl 4.344 2.745 3.209 0.594
H 4.840 5.504 3.939 0.067
H 4.058 5.613 5.518 0.073
H 2.704 4.147 4.125 0.079
H 3.472 3.151 5.363 0.052
Cl -4.922 8.096 5.164 0.528
C -5.577 8.242 6.813 -0.661
C -6.873 7.480 6.976 -0.661
Cl -8.208 8.216 6.051 0.541
H -5.704 9.300 7.034 0.068
H -4.825 7.839 7.491 0.073
H -7.174 7.484 8.023 0.073
H -6.771 6.445 6.653 0.057
```

[2]
Entry from the Open Molecules 2025 dataset: 12 unconnected molecules or ions with the total composition C28H60N4O8S4 (the ωB97M-V functional and the def2-TZVPD basis).

Summary:
HOMO (eV): -8.231
Calculated total energy (hartree): -3516.40223
Charge: 0
Energy relative to the best compared isomer or geometry (same formula, charge and spin) (eV): 0.000

XYZ file:
```
104
Properties=species:S:1:pos:R:3:lowdin_charge:R:1
C -5.745 -26.210 -37.263 -0.090
C -4.743 -27.098 -37.833 -0.287
N -3.945 -27.790 -38.265 0.124
H -5.413 -25.855 -36.287 0.075
H -6.681 -26.750 -37.116 0.036
H -5.933 -25.365 -37.923 0.081
C -1.215 -28.969 -34.326 -0.056
C -2.474 -28.464 -33.816 -0.244
N -3.476 -28.040 -33.386 0.146
H -0.763 -28.167 -34.909 0.089
H -1.404 -29.764 -35.050 0.090
H -0.574 -29.381 -33.556 0.085
C -10.404 -28.898 -36.217 -0.068
C -8.964 -28.789 -36.057 -0.287
N -7.825 -28.682 -35.954 0.167
H -10.773 -28.173 -36.933 0.084
H -10.866 -28.785 -35.243 0.055
H -10.608 -29.900 -36.601 0.082
C -5.363 -30.353 -30.155 -0.042
C -5.627 -29.641 -28.923 -0.311
N -5.800 -29.090 -27.945 0.158
H -5.294 -31.424 -29.999 0.089
H -4.398 -29.978 -30.514 0.078
H -6.095 -30.148 -30.932 0.070
C -8.646 -30.672 -32.843 -0.264
S -9.114 -31.711 -34.228 0.792
O -7.909 -32.434 -34.694 -0.544
C -10.030 -32.857 -33.196 -0.257
H -7.818 -31.133 -32.313 0.044
H -9.512 -30.601 -32.181 0.019
H -8.397 -29.676 -33.199 0.021
H -9.507 -33.026 -32.253 0.043
H -10.164 -33.803 -33.713 0.052
H -11.007 -32.411 -32.989 0.054
C -6.122 -25.930 -30.135 -0.257
S -7.521 -26.378 -31.168 0.792
O -7.967 -27.660 -30.553 -0.552
C -6.631 -26.662 -32.695 -0.255
H -6.505 -25.553 -29.191 0.051
H -5.505 -25.197 -30.657 0.052
H -5.540 -26.825 -29.919 0.034
H -7.250 -27.317 -33.311 0.039
H -5.683 -27.180 -32.523 0.017
H -6.398 -25.728 -33.209 0.051
C -7.211 -22.339 -30.550 -0.265
S -8.135 -21.375 -31.740 0.806
O -9.565 -21.696 -31.489 -0.550
C -7.925 -19.789 -30.946 -0.274
H -6.253 -21.878 -30.286 0.059
H -6.862 -23.247 -31.052 0.018
H -7.799 -22.594 -29.674 0.069
H -8.062 -18.925 -31.599 0.052
H -6.867 -19.631 -30.680 0.053
H -8.531 -19.759 -30.046 0.062
C -11.288 -27.218 -30.580 -0.253
S -11.265 -28.268 -32.023 0.776
O -11.838 -29.580 -31.625 -0.548
C -12.586 -27.486 -32.936 -0.263
H -10.833 -26.245 -30.788 0.046
H -10.671 -27.674 -29.810 0.041
H -12.321 -27.062 -30.266 0.059
H -13.504 -27.585 -32.353 0.061
H -12.701 -28.070 -33.846 0.044
H -12.374 -26.448 -33.171 0.041
C -9.290 -32.908 -28.049 -0.018
C -8.885 -31.954 -29.144 -0.499
O -8.186 -32.298 -30.055 0.053
C -9.416 -30.550 -29.057 -0.016
H -9.251 -33.922 -28.446 0.083
H -10.282 -32.673 -27.674 0.079
H -8.559 -32.855 -27.240 0.092
H -10.320 -30.454 -29.674 0.078
H -8.715 -29.795 -29.417 0.059
H -9.702 -30.307 -28.031 0.084
C -2.847 -23.639 -26.034 -0.018
C -3.488 -24.603 -26.997 -0.513
O -3.422 -24.424 -28.186 0.048
C -4.419 -25.654 -26.458 -0.020
H -1.797 -23.915 -25.912 0.092
H -3.329 -23.666 -25.058 0.078
H -2.894 -22.634 -26.443 0.083
H -4.582 -26.433 -27.197 0.052
H -5.366 -25.121 -26.317 0.099
H -4.095 -26.077 -25.509 0.086
C -1.813 -26.552 -30.694 -0.029
C -1.577 -27.807 -29.918 -0.521
O -0.591 -28.465 -30.070 0.078
C -2.547 -28.051 -28.806 -0.023
H -2.685 -26.596 -31.351 0.054
H -0.952 -26.268 -31.299 0.083
H -1.975 -25.694 -30.030 0.071
H -3.591 -27.920 -29.075 0.041
H -2.273 -27.333 -28.027 0.090
H -2.425 -29.049 -28.386 0.091
C -9.853 -24.183 -33.517 -0.019
C -9.749 -25.099 -34.700 -0.487
O -10.377 -26.118 -34.747 0.057
C -8.779 -24.729 -35.816 -0.005
H -9.698 -24.766 -32.608 0.059
H -10.843 -23.727 -33.479 0.102
H -9.131 -23.373 -33.547 0.045
H -8.898 -23.671 -36.050 0.087
H -8.985 -25.395 -36.648 0.079
H -7.763 -24.887 -35.447 0.071
```